Record 1
{
  "formula": "C4H8IN2",
  "method": "ωB97M-V/def2-TZVPD",
  "symbols": ["C", "C", "C", "C", "N", "N", "I", "H", "H", "H", "H", "H", "H", "H", "H"],
  "coordinates": [[0.4188, 1.3913, -1.2259], [1.1799, -0.4652, 0.0027], [-0.3228, -0.8120, 0.0369], [-0.9973, -0.2669, 1.2929], [-0.8533, -0.4213, -1.2263], [1.3234, 0.8855, -0.5294], [-2.7565, -0.0072, -1.5036], [0.3444, 2.3328, -1.7351], [1.6190, -0.5189, 1.0000], [1.7239, -1.1440, -0.6615], [-0.3949, -1.9125, 0.0463], [-2.0180, -0.6321, 1.3639], [-1.0233, 0.8228, 1.2714], [-0.4636, -0.5923, 2.1811], [2.2203, 1.3399, -0.3136]],
  "forces_ev_per_angstrom": [[-2.4, -2.9, 0.1], [-0.3, -1.3, 0.2], [0.1, 0.3, 1.1], [0.0, -0.1, -0.2], [2.6, 2.3, -1.0], [0.8, 0.7, 0.1], [-0.9, 0.2, 0.1], [0.2, 0.4, -0.1], [0.0, 0.1, -0.1], [0.0, 0.2, 0.0], [0.1, 0.1, -0.1], [-0.1, 0.0, 0.0], [0.0, 0.1, 0.0], [0.0, 0.0, 0.1], [-0.3, 0.1, -0.2]],
  "e_homo_ev": [-13.0, -13.0],
  "lumo_ev": [-5.5, -5.5],
  "gap_ev": [7.6, 7.6],
  "charge": 1
}


Record 2
{
  "formula": "C4H8IO3",
  "method": "ωB97M-V/def2-TZVPD",
  "symbols": ["I", "C", "C", "O", "C", "O", "O", "C", "H", "H", "H", "H", "H", "H", "H", "H"],
  "coordinates": [[-4.8583, 13.5886, -5.1516], [-0.0226, 13.4703, -6.2113], [-1.1764, 14.3665, -6.3852], [-0.9038, 15.6240, -5.8694], [-1.6855, 16.6678, -6.1860], [-2.7435, 16.7025, -6.8342], [-1.1761, 17.7122, -5.5674], [-1.6750, 18.9813, -5.8092], [0.3850, 13.4696, -5.2004], [0.8182, 13.7099, -6.8622], [-0.3392, 12.4606, -6.4728], [-2.1201, 13.9980, -5.9830], [-1.2958, 14.5422, -7.4544], [-2.7397, 18.9942, -6.0422], [-1.2620, 19.3682, -6.7408], [-1.4585, 19.8101, -5.1353]],
  "forces_ev_per_angstrom": [[0.0, -0.1, 0.1], [1.1, -0.9, 0.4], [-1.4, -0.2, -1.7], [0.4, 2.4, 0.8], [-3.1, -0.9, -1.0], [3.0, -0.5, 1.0], [1.5, 0.6, 1.6], [-1.2, 1.5, -2.2], [-0.3, -0.1, 0.2], [0.0, 0.2, -0.1], [0.0, -0.1, 0.1], [0.0, -0.2, 0.1], [-0.5, -0.4, -0.3], [-0.2, -0.4, 0.5], [0.4, -0.2, -0.4], [0.3, -1.0, 1.0]],
  "e_homo_ev": -3.3,
  "lumo_ev": 3.1,
  "gap_ev": 6.3,
  "charge": -1
}


Record 3
{
  "formula": "C4H8IO8S2Ti",
  "method": "ωB97M-V/def2-TZVPD",
  "symbols": ["Ti", "I", "C", "C", "O", "S", "O", "O", "O", "H", "H", "H", "H", "C", "C", "O", "S", "O", "O", "O", "H", "H", "H", "H"],
  "coordinates": [[12.9803, -13.5529, -8.6558], [14.1398, -16.1283, -8.1616], [14.1619, -9.1542, -11.8419], [15.2722, -9.1033, -10.7876], [14.7412, -9.9088, -9.7194], [13.1438, -9.7943, -9.6378], [12.6990, -8.6598, -8.8818], [12.6097, -11.0768, -9.2543], [12.9408, -9.5622, -11.2517], [14.4950, -9.8009, -12.6495], [14.0341, -8.1294, -12.1977], [15.5664, -8.1566, -10.3303], [16.1873, -9.6105, -11.0903], [14.0845, -14.1974, -4.1961], [12.6846, -14.5996, -4.6653], [11.9018, -13.4275, -4.5580], [12.7860, -12.1939, -5.1134], [12.4308, -10.9607, -4.5168], [12.8179, -12.2639, -6.5490], [14.1810, -12.7977, -4.5176], [14.8279, -14.9062, -4.5519], [14.1140, -14.2517, -3.1056], [12.2700, -15.5271, -4.2854], [12.7196, -14.7268, -5.7612]],
  "forces_ev_per_angstrom": [[0.2, 0.2, 0.6], [-0.3, 0.6, -0.1], [1.0, 1.7, -0.5], [0.2, -0.7, 1.1], [-0.9, -0.3, 0.7], [-0.2, -0.3, 0.1], [0.6, -0.7, -1.1], [0.6, 0.6, -0.6], [0.1, -0.5, 1.6], [-0.6, -0.3, 0.0], [-0.2, -0.2, -0.4], [-0.5, 0.3, -0.5], [-0.1, 0.0, -0.2], [-1.5, -0.6, 1.5], [1.3, -0.2, -2.6], [-0.8, 1.8, 0.8], [0.5, -2.0, 0.6], [0.2, -0.7, 0.1], [0.1, -0.2, -0.1], [-0.2, 0.8, -0.9], [0.4, 0.7, -0.8], [0.1, 0.1, 0.0], [-0.3, 0.5, 0.7], [0.4, -0.7, 0.2]],
  "multiplicity": 4,
  "s_squared": 3.75,
  "e_homo_ev": [-5.9, -8.2],
  "lumo_ev": [0.2, -0.1],
  "gap_ev": [6.1, 8.1]
}


Record 4
{
  "formula": "C4H8IOP",
  "method": "ωB97M-V/def2-TZVPD",
  "symbols": ["O", "P", "I", "C", "C", "C", "C", "H", "H", "H", "H", "H", "H", "H", "H"],
  "coordinates": [[-0.7936, 3.2764, -1.0847], [-0.4717, 1.5344, -1.3320], [-0.0978, 0.6543, -3.6023], [-1.5247, 0.1960, -0.6311], [-0.3649, -0.8385, -0.2120], [0.7168, -0.0097, 0.4830], [1.0892, 1.0508, -0.4767], [-2.2406, -0.2562, -1.2598], [-1.9604, 0.6243, 0.3793], [0.2668, -1.1664, -1.0171], [-0.7212, -1.5467, 0.4980], [0.2784, 0.2406, 1.4969], [1.5218, -0.6432, 0.5308], [1.6116, 1.8481, -0.0644], [1.8161, 0.6802, -1.1238]],
  "forces_ev_per_angstrom": [[1.0, -7.6, -1.3], [-0.7, 6.8, 1.0], [-0.2, 0.4, 0.2], [1.9, 0.4, 3.0], [-0.3, 2.3, 0.1], [-3.0, 0.2, 1.6], [-1.4, 0.7, 0.0], [-0.9, 0.0, -0.7], [0.6, -0.8, -2.1], [-1.0, -1.2, -1.0], [-0.4, -1.1, -0.1], [1.1, 0.4, -1.0], [2.1, -1.5, 1.1], [0.3, 2.0, 1.0], [0.8, -0.9, -1.7]],
  "e_homo_ev": -9.5,
  "smiles": "O=P1(I)CCCC1",
  "lumo_ev": -0.3,
  "gap_ev": 9.2
}


Record 5
{
  "formula": "C4H8N",
  "method": "ωB97M-V/def2-TZVPD",
  "symbols": ["C", "C", "C", "C", "N", "H", "H", "H", "H", "H", "H", "H", "H"],
  "coordinates": [[-1.0944, -0.7861, -1.7122], [-0.9055, -0.3350, -0.5049], [0.3157, 0.0003, 0.2390], [0.1482, 0.6857, 1.5259], [1.4303, -0.1431, -0.3792], [-2.1139, -0.8652, -2.1112], [-0.3079, -0.9499, -2.4368], [-1.7473, -0.2032, 0.2390], [-0.6759, 0.3831, 2.2101], [-0.1660, 1.6428, 1.0501], [0.9603, 0.9146, 2.2068], [2.3625, 0.0771, 0.1751], [1.4883, -0.1474, -1.3878]],
  "forces_ev_per_angstrom": [[-0.5, 0.1, -1.8], [-1.5, 0.7, 3.9], [-0.7, -0.7, -1.0], [-0.8, 0.6, 0.8], [4.0, 1.3, 2.2], [0.5, -0.3, 0.3], [0.1, -0.1, 0.0], [0.5, -0.1, -1.5], [0.3, -0.2, -1.1], [-0.1, 0.0, 0.7], [0.7, -0.3, -0.6], [-2.5, -0.6, -1.8], [0.0, -0.6, 0.0]],
  "e_homo_ev": -15.6,
  "smiles": "C=CC(C)=[NH2+]",
  "lumo_ev": -5.3,
  "gap_ev": 10.3,
  "charge": 1
}


Record 6
{
  "formula": "C4H8N",
  "method": "ωB97M-V/def2-TZVPD",
  "symbols": ["C", "C", "C", "N", "C", "H", "H", "H", "H", "H", "H", "H", "H"],
  "coordinates": [[-1.4303, -1.4091, 0.3453], [-0.5312, -0.5294, 0.0041], [-0.5264, 0.9340, -0.1088], [0.9615, 1.0399, 0.0091], [0.9528, -0.6548, -0.2150], [-1.2461, -2.4599, 0.4088], [-2.3733, -0.9307, 0.5461], [-0.8043, 1.3562, -1.0678], [-1.1947, 1.4737, 0.7420], [1.6544, 1.4928, -0.6815], [1.4145, 1.0856, 0.9060], [1.4659, -1.1168, 0.5840], [1.3280, -0.6628, -1.2432]],
  "forces_ev_per_angstrom": [[-0.5, 0.9, 0.0], [1.3, -0.8, -0.7], [-2.5, 2.5, 2.0], [2.8, -2.2, -1.0], [-0.7, 3.0, -1.1], [-0.1, -0.4, 0.1], [-0.7, -0.7, 0.2], [-0.2, -0.1, -0.2], [2.0, -0.9, -2.0], [-2.1, -0.4, 1.1], [-0.5, 0.8, 0.8], [1.1, -0.6, 0.3], [0.0, -1.0, 0.4]],
  "e_homo_ev": -14.6,
  "smiles": "C=C1C[NH2+]C1",
  "lumo_ev": -3.8,
  "gap_ev": 10.8,
  "charge": 1
}


Record 7
{
  "formula": "C4H8N",
  "method": "ωB97M-V/def2-TZVPD",
  "symbols": ["C", "C", "C", "C", "N", "H", "H", "H", "H", "H", "H", "H", "H"],
  "coordinates": [[-0.6464, 1.0716, -0.6398], [0.3523, 0.5276, 1.2653], [-0.9627, 0.4076, 0.6282], [0.7523, -1.1617, -0.7322], [0.2284, 0.0239, -0.1036], [-1.2178, 0.8018, -1.5194], [-0.2574, 2.0849, -0.6385], [0.8062, 1.5070, 1.3851], [0.6340, -0.2057, 2.0132], [-2.3801, -0.6660, 1.0358], [1.6632, -1.4712, -0.2203], [0.0311, -1.9808, -0.7032], [0.9968, -0.9392, -1.7708]],
  "forces_ev_per_angstrom": [[-0.7, 0.3, -0.8], [0.4, -0.2, 1.2], [2.2, 2.1, -0.5], [0.4, -1.5, -0.6], [0.4, 1.0, 0.0], [0.1, -0.2, -0.1], [0.0, 0.0, 0.1], [-0.1, 0.1, 0.0], [0.0, -0.1, -0.1], [-2.5, -1.9, 0.7], [-0.1, 0.1, 0.0], [0.0, 0.1, 0.0], [0.0, 0.1, 0.1]],
  "multiplicity": 3,
  "s_squared": 2.00,
  "e_homo_ev": [-12.6, -16.9],
  "lumo_ev": [-3.0, -8.4],
  "gap_ev": [9.6, 8.5],
  "charge": 1
}


Record 8
{
  "formula": "C4H8N",
  "method": "ωB97M-V/def2-TZVPD",
  "symbols": ["C", "C", "C", "C", "N", "H", "H", "H", "H", "H", "H", "H", "H"],
  "coordinates": [[-1.6773, -0.1326, -0.2134], [-0.3864, -0.7475, -0.7631], [-1.0221, 0.9787, 0.1196], [0.2867, 0.3392, -0.3196], [1.7489, 0.7528, -0.3039], [-2.6540, -0.5550, -0.1853], [-0.5183, -1.9233, 2.3860], [-0.3592, -1.5696, -1.4326], [-1.2556, 2.0367, 0.2477], [-0.4635, -1.8049, 1.4657], [1.8404, 1.7992, -0.5326], [2.1945, 0.2332, -1.0223], [2.2658, 0.5929, 0.5538]],
  "forces_ev_per_angstrom": [[1.3, -4.8, -2.4], [-4.6, -2.0, -0.1], [4.8, 4.0, 0.4], [0.0, 4.5, 2.2], [-2.0, 2.0, -0.3], [-0.5, 0.1, 0.1], [0.3, 0.5, -3.8], [0.7, -0.6, -0.3], [-0.1, -0.5, 0.4], [-0.2, -0.6, 4.0], [-0.2, -1.8, 0.3], [0.8, -0.6, -1.1], [-0.1, -0.2, 0.6]],
  "multiplicity": 3,
  "s_squared": 2.00,
  "e_homo_ev": [-11.5, -15.9],
  "lumo_ev": [-4.0, -5.6],
  "gap_ev": [7.6, 10.3],
  "charge": 1
}


Summary of ΔE to the lowest compared entry with this formula, charge and spin in kJ/mol
432.1; 60.6; 44.7; 173.1; 3.6; 120.0; 391.5; 163.6
(order as listed above)
Summary of E in eV
-15347.6280; -18522.9418; -73540.0945; -23713.5265; -5759.8268; -5758.6200; -5751.6504; -5754.0129
(order as listed above)